[1]
{"formula": "C21H37BClLuN4O4", "method": "the ωB97M-V functional and the def2-TZVPD basis", "multiplicity": 1, "gap_ha": 0.300, "lumo_ev": 0.19, "symbols": ["O", "C", "C", "C", "H", "C", "H", "C", "H", "C", "H", "C", "H", "H", "C", "C", "H", "H", "H", "C", "C", "H", "H", "H", "H", "Lu", "Cl", "C", "O", "N", "C", "C", "H", "H", "H", "H", "H", "H", "H", "H", "H", "C", "C", "N", "H", "C", "O", "H", "H", "H", "H", "H", "H", "C", "C", "N", "H", "C", "O", "H", "H", "H", "H", "B", "C", "N", "H", "H", "H"], "positions_angstrom": [[0.69303, -0.00062, -2.20462], [-0.26845, 0.25776, -3.10138], [-0.07254, 1.64536, -3.72361], [0.46042, 2.68414, -2.96207], [0.66538, 2.51026, -1.91110], [0.71662, 3.92458, -3.54935], [1.17191, 4.72086, -2.95041], [0.37919, 4.14190, -4.89933], [0.56233, 5.12089, -5.35920], [-0.19386, 3.09999, -5.64701], [-0.47573, 3.26495, -6.69078], [-0.39875, 1.84839, -5.06666], [-0.82735, 1.02092, -5.62246], [-0.23926, -0.47725, -3.93456], [-2.29459, -1.37568, -2.44560], [-1.79124, 0.03492, -2.43302], [-3.23125, -1.47360, -3.02241], [-2.51934, -1.75030, -1.43400], [-1.56186, -2.03343, -2.92213], [-2.61144, 1.10458, -2.38844], [-4.10496, 1.06622, -2.19463], [-2.23219, 2.11806, -2.54848], [-4.65367, 1.50045, -3.05018], [-4.37570, 1.67966, -1.32525], [-4.49531, 0.05476, -2.03403], [-0.43352, -0.10462, 0.05161], [-2.85655, 0.08125, 0.77641], [-0.70116, 0.42823, 3.10562], [-0.10187, -0.35674, 2.31258], [-1.01585, 0.16448, 4.36601], [-0.60985, -1.06554, 5.03904], [-1.90624, 1.04898, 5.11567], [-1.03953, 1.40624, 2.72798], [-0.01999, -1.67426, 4.35271], [-1.50189, -1.61211, 5.37144], [-0.02318, -0.81255, 5.93030], [-2.16423, 1.89031, 4.46554], [-1.41314, 1.41802, 6.02408], [-2.82269, 0.52030, 5.41320], [4.99418, 1.94531, -1.88427], [4.71418, 2.37539, 0.55475], [3.89742, 1.88093, -1.91765], [3.65701, 2.08369, 0.56108], [3.37931, 1.33896, -0.66393], [3.58829, 1.21815, -2.73392], [2.68342, 0.20117, -0.65219], [1.93195, -0.17358, 0.28509], [3.44516, 1.44382, 1.42166], [2.79442, -0.39367, -1.57338], [3.49878, 2.88909, -2.10057], [3.04207, 2.99176, 0.61335], [-0.00718, -5.64309, 0.54311], [2.14608, -5.66901, -1.11918], [-0.46011, -5.10104, -0.29801], [1.55955, -4.99276, -1.75684], [0.54716, -4.28730, -0.97588], [-1.26559, -4.45988, 0.06324], [0.61354, -2.97420, -0.80643], [-0.24341, -2.31124, -0.13477], [2.22558, -4.25497, -2.21364], [1.45061, -2.46311, -1.30116], [-0.84462, -5.84055, -1.00890], [1.08281, -5.59305, -2.54301], [0.76594, 4.42575, 1.64418], [0.32744, 3.13402, 0.92857], [-0.02673, 2.13745, 0.40864], [1.13537, 4.14570, 2.77614], [1.68314, 4.94543, 1.02593], [-0.21036, 5.15551, 1.70459]], "forces_ev_per_a": [[0.10, -0.78, 2.55], [-1.89, 0.16, 0.35], [-0.39, -0.38, -0.12], [0.04, 0.16, -0.37], [0.11, 0.02, -0.16], [-0.21, 0.00, -0.41], [-0.25, -0.23, -0.26], [0.04, -0.22, 0.27], [-0.09, -0.46, 0.18], [0.12, 0.23, 0.03], [0.15, -0.01, 0.33], [0.17, 0.53, 0.48], [0.03, 0.10, -0.11], [-0.29, 0.11, -0.02], [-0.39, -0.51, 0.20], [1.23, 1.66, -2.42], [0.32, 0.10, 0.20], [0.07, -0.04, -0.28], [0.01, 0.00, 0.17], [-0.34, -0.29, 0.07], [-0.14, -0.04, 0.27], [0.22, -0.38, 0.01], [0.46, -0.09, 0.13], [0.02, -0.19, -0.09], [0.15, 0.25, 0.06], [1.18, 0.65, -1.25], [0.07, -0.16, 0.20], [0.08, -0.52, -1.14], [-0.49, 0.79, 1.08], [0.02, -0.22, 0.16], [-0.11, 0.08, -0.04], [0.20, 0.20, -0.16], [0.05, -0.23, 0.29], [-0.11, 0.09, 0.13], [0.18, 0.04, -0.18], [-0.02, -0.05, -0.20], [-0.04, -0.10, 0.28], [-0.04, -0.06, -0.23], [0.25, 0.06, -0.21], [-0.22, -0.02, 0.00], [-0.18, -0.10, 0.02], [0.21, -0.31, 0.05], [-0.37, 0.26, -0.09], [0.15, -0.29, 0.21], [0.05, 0.27, 0.13], [-0.61, 0.19, -0.01], [0.80, 0.07, -0.48], [-0.01, 0.18, -0.17], [-0.20, 0.24, 0.29], [-0.04, -0.35, 0.11], [0.14, -0.19, 0.10], [-0.07, 0.18, -0.15], [-0.15, 0.21, -0.10], [0.01, -0.07, -0.10], [0.04, 0.03, 0.04], [0.12, 0.06, 0.18], [0.16, -0.11, -0.08], [-1.26, 0.90, 0.79], [1.36, -1.44, -0.96], [-0.09, -0.22, 0.04], [-0.26, -0.03, 0.04], [-0.03, 0.19, 0.13], [0.07, 0.23, 0.17], [0.20, 0.86, 0.48], [-0.89, -2.41, -1.20], [0.67, 1.83, 1.09], [-0.05, -0.16, -0.19], [-0.17, -0.13, -0.01], [0.16, -0.11, -0.10]]}

[2]
{"formula": "C21H37BN6ReS", "method": "the ωB97M-V functional and the def2-TZVPD basis", "multiplicity": 2, "s_squared": 0.76, "gap_ha": [0.259, 0.244], "total_charge": 2, "lumo_ev": [-7.47, -7.64], "symbols": ["Re", "C", "C", "C", "C", "C", "N", "N", "B", "N", "N", "C", "C", "C", "C", "C", "N", "N", "C", "C", "C", "C", "C", "H", "H", "H", "H", "H", "H", "H", "H", "H", "H", "H", "H", "H", "H", "H", "H", "H", "H", "H", "H", "H", "H", "C", "C", "C", "C", "H", "H", "H", "H", "H", "H", "H", "H", "H", "C", "S", "C", "H", "H", "H", "H", "H", "H"], "positions_angstrom": [[0.20184, -0.70687, -0.03480], [2.13179, -0.76883, 3.23252], [1.34411, 0.40674, 2.78395], [1.16237, 1.58075, 3.49387], [0.34933, 2.38757, 2.72018], [-0.19443, 3.74515, 3.00560], [0.08731, 1.73209, 1.58049], [0.70183, 0.49533, 1.59596], [-0.91476, 2.03632, 0.46996], [-0.15860, 1.99352, -0.87276], [0.46506, 0.82750, -1.24946], [1.08462, 1.05667, -2.43573], [1.87980, 0.01736, -3.13675], [0.85953, 2.36848, -2.79864], [0.05211, 2.92438, -1.81124], [-0.51525, 4.29736, -1.71892], [-2.03204, 0.92735, 0.53866], [-1.70608, -0.42028, 0.54572], [-2.79640, -1.12014, 0.93477], [-2.81095, -2.60130, 1.08132], [-3.81818, -0.22244, 1.17554], [-3.31160, 1.04542, 0.91870], [-3.99327, 2.36470, 1.03493], [2.32246, -0.68584, 4.30010], [1.60897, -1.70960, 3.06313], [3.10194, -0.80179, 2.73802], [1.56849, 1.80979, 4.46298], [0.15504, 4.07988, 3.97924], [0.13446, 4.46505, 2.25730], [-1.28374, 3.73932, 3.02029], [-1.42290, 3.09969, 0.60512], [1.86130, -0.93499, -2.61305], [1.50374, -0.13139, -4.14996], [2.92235, 0.32606, -3.21573], [1.22731, 2.86913, -3.67701], [-0.36513, 4.82214, -2.65905], [-1.58157, 4.26943, -1.50343], [-0.02434, 4.86806, -0.93066], [-1.81116, -3.02088, 1.18411], [-3.37292, -2.86468, 1.97575], [-3.28839, -3.07996, 0.22650], [-4.81822, -0.45612, 1.49591], [-5.06417, 2.21393, 1.14853], [-3.63693, 2.91216, 1.90706], [-3.82416, 2.97826, 0.15239], [3.06650, -4.11143, 0.40009], [2.73620, -2.62424, 0.48230], [3.58405, -1.81206, -0.48793], [1.24771, -2.42088, 0.18225], [4.10985, -4.29454, 0.65323], [2.90549, -4.48952, -0.61257], [2.45054, -4.69908, 1.08100], [2.93753, -2.28933, 1.49465], [3.43658, -2.16071, -1.51242], [4.64448, -1.92041, -0.26341], [3.35849, -0.74001, -0.45365], [0.56382, -2.65643, 1.04638], [0.95519, -3.09668, -0.62808], [-0.23642, -2.82081, -3.09460], [-1.09375, -1.96507, -1.76221], [-1.95922, -0.68641, -2.68907], [0.33518, -2.13521, -3.71027], [-1.00095, -3.31393, -3.69243], [0.40952, -3.58610, -2.67053], [-2.66223, -1.16997, -3.36397], [-1.26127, -0.06475, -3.24553], [-2.50785, -0.07688, -1.97467]], "forces_ev_per_a": [[-0.71, -0.09, 0.92], [0.07, -0.02, 0.11], [-0.01, -0.11, -0.01], [0.04, -0.07, 0.08], [-0.16, 0.17, -0.22], [0.07, -0.05, 0.11], [0.20, -0.17, 0.05], [0.02, 0.30, 0.05], [-0.19, 0.28, 0.04], [0.17, -0.36, 0.08], [0.52, 0.82, -0.86], [-0.17, -0.18, 0.26], [0.07, -0.03, -0.11], [-0.12, 0.13, -0.08], [-0.03, 0.07, 0.05], [0.03, 0.00, -0.08], [0.39, -0.16, -0.02], [-0.22, -0.12, 0.18], [0.13, -0.10, 0.00], [0.03, -0.05, 0.07], [-0.09, -0.01, -0.07], [-0.02, 0.18, -0.03], [-0.10, -0.07, -0.01], [-0.04, 0.01, 0.01], [-0.02, 0.01, -0.03], [-0.01, 0.03, 0.01], [0.01, 0.02, 0.04], [0.00, 0.01, -0.01], [-0.01, 0.01, -0.02], [-0.01, 0.01, -0.01], [0.02, -0.02, 0.05], [-0.03, -0.04, 0.07], [0.04, 0.05, -0.01], [0.00, 0.00, -0.01], [0.02, 0.00, -0.03], [0.00, -0.01, 0.00], [-0.02, 0.01, 0.00], [0.01, -0.01, 0.03], [0.04, 0.04, -0.03], [-0.03, -0.02, -0.02], [-0.02, 0.03, 0.00], [-0.02, -0.03, 0.02], [0.01, -0.02, 0.01], [0.03, 0.01, 0.01], [0.02, 0.02, 0.00], [-0.04, -0.11, -0.08], [-0.23, 0.12, 0.16], [0.08, 0.05, -0.13], [0.24, -0.47, -0.40], [0.03, 0.06, 0.03], [-0.01, 0.00, -0.01], [0.00, -0.01, 0.02], [0.06, -0.01, -0.08], [0.00, -0.01, -0.04], [0.01, -0.03, 0.03], [-0.04, 0.02, 0.04], [-0.02, 0.16, 0.07], [0.15, -0.16, 0.08], [-0.02, -0.06, -0.06], [-0.08, -0.03, -0.13], [-0.03, -0.05, -0.08], [0.02, 0.02, -0.01], [0.01, 0.00, -0.01], [0.01, 0.02, 0.03], [0.00, 0.02, -0.01], [0.01, -0.01, -0.02], [-0.03, 0.00, 0.01]]}

ΔE to the lowest compared entry with this formula, charge and spin, respectively: 0.0; 33.9 kJ/mol.